Record 1
Computed, not measured: C32H16AuFN8 as an isolated structure in a non-equilibrium geometry, with wB97M-V/def2-TZVPD.

XYZ file:
```
58
Properties=species:S:1:pos:R:3:forces:R:3
Au 0.006638 -0.036683 0.030243 0.3 0.1 0.1
F -1.596315 -1.139153 -1.173943 -0.1 -0.1 -0.1
N -0.512253 -0.757645 1.768736 -0.1 -0.3 1.3
N -1.175508 1.476177 0.310052 -1.3 0.8 0.0
N 1.216171 -1.536460 -0.220882 0.5 -1.2 -0.5
N -0.732884 2.715512 -1.669450 0.2 0.4 -0.5
N 2.169126 -0.932040 -2.319635 0.3 0.1 -0.5
N 0.740264 -2.773420 1.744819 0.1 -0.3 0.6
N -2.113924 0.882259 2.412901 -0.1 -0.1 0.7
N 0.664345 0.779260 -1.615433 0.7 0.7 -0.9
C 2.190486 1.365762 -3.197053 -0.3 0.9 -0.2
C -3.206281 2.388088 0.847889 0.0 0.5 -0.5
C -1.497235 2.364285 -0.679793 0.2 -0.2 0.2
C -4.416630 2.724757 1.427569 0.0 0.1 0.0
C -3.598154 3.847846 -1.044753 0.0 0.0 0.0
C 1.727222 0.313663 -2.338552 -0.4 -0.4 0.5
C -4.808701 4.185847 -0.456098 0.1 0.1 -0.2
C 1.552800 -3.801633 -0.324335 0.3 0.0 -0.7
C 1.525612 -5.176312 -0.166182 0.1 0.0 0.1
C 1.089993 -2.698340 0.496559 0.1 0.4 -0.1
C -0.894177 -0.543723 4.000281 0.5 -0.7 0.4
C 1.811124 -1.804746 -1.425887 -0.2 0.3 0.4
C -1.204853 -0.083806 5.275126 0.0 0.0 -0.2
C -2.790770 2.946724 -0.375068 -0.5 -0.1 0.6
C 1.532267 3.670479 -3.652386 -0.1 -0.1 0.1
C 3.261633 1.464724 -4.077888 -0.1 -0.1 0.1
C 0.292997 -1.769457 6.161859 0.0 -0.1 0.0
C 0.157166 -1.774005 2.388364 -0.1 -0.1 -0.6
C 3.468535 2.674001 -4.715029 0.0 -0.1 -0.1
C 2.032301 -3.231611 -1.518616 -0.2 -0.5 0.4
C 2.503635 -4.013232 -2.555761 0.0 0.0 0.1
C 2.615581 3.761991 -4.505674 0.0 0.1 0.0
C 1.994408 -5.958554 -1.214473 0.0 0.0 0.2
C 0.355696 2.046235 -2.015847 -0.4 -0.3 0.3
C -1.217802 -0.047787 2.697399 -0.1 0.1 -0.7
C -2.160594 1.481561 1.263610 0.4 0.0 -0.2
C -5.216716 3.635167 0.753727 0.1 -0.1 0.2
C 1.323940 2.467921 -2.987461 0.7 -0.4 -0.5
C -0.587698 -0.699291 6.347323 -0.1 0.1 0.0
C 2.483934 -5.390381 -2.386446 0.1 0.2 -0.1
C 0.575489 -2.267270 4.902947 0.0 0.0 -0.2
C -0.011171 -1.638671 3.808191 -0.5 0.6 0.6
H 1.131813 -5.624043 0.733441 0.0 0.0 0.1
H 1.262704 -3.088363 4.764232 0.0 -0.1 0.0
H 2.839244 -6.029421 -3.182244 0.0 0.0 0.0
H -5.454162 4.901721 -0.941197 -0.1 0.0 -0.1
H -3.297855 4.262648 -1.993142 0.1 0.1 -0.1
H -6.173701 3.921611 1.168414 0.0 0.0 0.0
H 2.818295 4.697912 -5.008434 0.0 0.0 0.0
H -1.878075 0.752056 5.396101 0.0 0.0 0.1
H -0.774344 -0.340119 7.348915 0.0 0.0 0.1
H 3.916999 0.622063 -4.230737 0.1 -0.1 -0.1
H 2.848434 -3.543117 -3.461493 0.1 0.0 -0.2
H 0.777482 -2.201360 7.025943 0.0 -0.1 0.0
H 4.307258 2.785320 -5.389009 0.0 0.0 0.0
H -4.724908 2.291850 2.365748 0.0 -0.1 0.1
H 1.975219 -7.035482 -1.119928 0.0 0.0 0.0
H 0.875899 4.508686 -3.477563 -0.1 0.1 0.0
```
Positions in Å, forces in eV/Å.

Output
- spin multiplicity = 1
- lowest unoccupied orbital energy (alpha / beta) (eV) = -1.85 / -1.86
- E_HOMO (alpha / beta) (eV) = -6.8 / -6.8

The Löwdin scheme yields these atomic charges, measured in e: 1.440 -0.706 -0.006 -0.017 -0.019 0.224 0.224 0.223 0.224 -0.007 -0.094 -0.091 -0.258 0.002 0.002 -0.245 -0.068 -0.085 0.002 -0.257 -0.097 -0.259 -0.005 -0.086 -0.006 -0.005 -0.073 -0.251 -0.072 -0.093 0.002 -0.072 -0.067 -0.249 -0.254 -0.260 -0.067 -0.095 -0.072 -0.065 -0.005 -0.091 0.116 0.115 0.105 0.104 0.116 0.105 0.104 0.116 0.104 0.114 0.116 0.104 0.104 0.116 0.105 0.115

Record 2
Computed, not measured: a 2-piece molecular cluster, C6H9N5 overall in a non-equilibrium geometry, with wB97M-V/def2-TZVPD.

XYZ file:
```
20
Properties=species:S:1:pos:R:3:forces:R:3
N -1.547252 -0.637321 0.744835 -0.5 -0.9 -0.2
N 0.370758 1.462772 0.958476 -1.8 0.2 0.5
N -3.608150 -0.871576 -0.293282 -1.5 0.5 -0.6
N 1.043240 0.515968 0.306092 2.1 -1.8 -0.5
N -2.528823 1.214287 -0.355494 -1.5 0.7 -0.3
C 2.223050 -0.279817 0.768168 -1.8 -0.4 1.1
C -2.575526 -1.398872 0.299133 1.4 -1.2 0.1
C -3.607928 0.457000 -0.546053 1.2 -1.9 0.8
C 2.639471 -1.112530 -0.512457 -2.3 0.1 2.6
C -1.652472 0.583757 0.337661 3.0 0.8 1.4
C 1.067058 1.789127 -0.271237 0.6 2.4 -2.7
H 3.018851 0.375611 1.066781 0.4 0.5 0.4
H 3.663916 -1.120196 -0.757257 1.0 0.4 -0.4
H -2.477986 -2.559236 0.379707 -0.4 2.3 0.1
H 1.912917 -0.827171 -1.259968 0.5 0.3 -0.6
H 1.797747 -0.821032 1.782915 1.3 0.8 -2.8
H 2.336113 -2.097874 -0.241417 0.1 -1.1 -0.2
H -4.527414 0.862678 -0.870005 -0.7 0.6 -0.6
H 1.984206 2.575269 -0.293487 -2.0 -2.1 0.7
H 0.468233 1.889161 -1.243118 0.7 -0.1 1.5
```
Positions in Å, forces in eV/Å.

Output
- relative energy (zero: lowest compared OMol25 entry of this formula, charge and spin) (eV) = 6.756
- spin multiplicity = 1
- lowest unoccupied orbital energy (alpha / beta) (eV) = 0.12 / 0.07
- E_HOMO (alpha / beta) (eV) = -8.0 / -7.8

The Löwdin scheme yields these atomic charges, measured in e: 0.110 0.083 0.078 -0.269 0.122 -0.182 -0.201 -0.155 -0.062 -0.195 -0.223 0.076 0.050 0.145 0.066 0.162 0.049 0.101 0.141 0.105

Record 3
Computed, not measured: a 2-piece molecular cluster, C3H9NO3 overall in a non-equilibrium geometry, with wB97M-V/def2-TZVPD.

XYZ file:
```
16
Properties=species:S:1:pos:R:3:forces:R:3
O -1.341384 -1.929042 -0.384432 -0.1 -0.2 0.4
O 0.427568 -0.914844 -1.285703 0.7 1.6 1.2
O -1.024423 1.609372 -2.515270 -0.6 -0.3 0.8
N -0.022192 1.168426 0.410563 -1.3 -0.6 1.3
C -0.271764 -0.197345 0.864574 1.2 1.0 0.4
C 0.930860 -0.702371 1.686388 0.1 0.5 -0.3
C -0.477082 -1.121596 -0.318593 -0.8 -0.9 -1.4
H 0.665283 -1.442491 2.433243 -0.2 0.0 0.0
H 1.400710 0.153356 2.174707 -0.1 -0.1 0.3
H -0.242400 2.166003 -2.482573 0.3 -0.3 -0.1
H 1.681366 -1.112546 1.012561 0.0 -0.1 0.0
H -0.838383 1.712341 0.091130 0.5 -0.1 -0.4
H 0.476823 -1.642623 -1.887031 -0.3 -1.1 -0.9
H -0.840016 0.734400 -2.130499 0.4 0.6 -0.7
H -1.223195 -0.163802 1.409818 -0.1 0.0 0.0
H 0.698225 1.682759 0.921119 0.2 0.1 -0.6
```
Positions in Å, forces in eV/Å.

Output
- net charge = +1
- relative energy (zero: lowest compared OMol25 entry of this formula, charge and spin) (eV) = 0.399
- spin multiplicity = 2
- lowest unoccupied orbital energy (alpha / beta) (eV) = -3.72 / -9.16
- ⟨S²⟩ = 0.75
- E_HOMO (alpha / beta) (eV) = -15.7 / -15.6

The Löwdin scheme yields these atomic charges, measured in e: 0.220 0.144 -0.028 0.357 -0.234 0.017 -0.503 0.110 0.093 0.048 0.103 0.164 0.145 0.008 0.193 0.164

| no. | molar mass (g/mol) |
| --- | --- |
| 1 | 728.50 |
| 2 | 151.17 |
| 3 | 107.11 |